A structure of composition C24H62AlN6O5P2 in a non-equilibrium geometry, computed with ωB97M-V/def2-TZVPD.

Geometry as XYZ:
```
100
Properties=species:S:1:pos:R:3:forces:R:3
C 6.278796 -1.979260 3.219468 -0.115 -0.347 -1.245
C 6.830885 -2.301318 1.686523 -0.108 0.112 1.430
O 5.614453 -2.582922 0.878681 2.551 1.553 -0.838
C 5.795616 -1.859752 -0.390947 0.621 0.553 -0.656
C 5.395211 -0.241552 -0.260227 -0.081 -0.870 -1.772
C 3.849625 -0.058916 -0.782733 -0.083 -0.387 0.771
C 2.879035 0.765187 0.301951 -0.381 -1.132 -0.620
C 1.546831 -0.166294 0.509052 0.809 -0.547 -0.785
Al 0.064898 0.666753 1.656900 -0.416 -0.743 -0.200
C -1.535599 -0.680262 1.610904 -0.916 -1.965 -0.614
C -1.122786 -1.967064 0.638952 1.069 1.781 1.484
O -2.053789 -3.129531 0.810416 3.050 -2.996 -1.374
C -1.268165 -4.333327 0.380066 -1.472 -2.159 -5.921
O -1.456372 -4.845568 -0.868243 0.951 3.360 7.787
C -0.191776 -5.131196 1.327043 0.508 1.222 1.223
C 1.394355 -4.838426 0.933828 0.344 0.625 0.001
H 5.335845 -1.265040 3.061233 2.091 -1.679 0.557
H 7.094285 -1.435566 3.869475 -1.623 -1.262 -1.222
H 5.950714 -3.028414 3.659892 0.589 2.456 -0.595
H 7.558107 -3.232894 1.647024 -1.525 1.734 0.161
H 7.450746 -1.381885 1.307738 -1.434 -1.624 0.508
H 6.933401 -1.944219 -0.734585 -2.254 0.082 0.730
H 5.171800 -2.401175 -1.227733 0.960 1.187 1.795
H 5.543867 0.161544 0.828290 -0.167 -0.822 -2.151
H 6.092885 0.303055 -1.060011 -1.232 -0.905 2.058
H 3.822663 0.401393 -1.859769 0.091 -0.667 2.049
H 3.405409 -1.161195 -0.891113 0.804 2.506 0.310
H 3.403800 0.876869 1.346906 -0.813 -0.113 -2.096
H 2.586431 1.839456 -0.101290 0.638 -2.213 0.862
H 1.133567 -0.470750 -0.567109 0.876 0.652 2.037
H 1.868872 -1.201541 1.007511 -0.325 2.041 -1.030
H 0.423914 0.833524 3.196043 0.382 -0.038 0.461
H -0.443691 2.091641 1.156064 -0.042 0.374 -0.388
H -1.734955 -1.164280 2.683649 0.216 1.118 -2.231
H -2.506030 -0.130456 1.205896 1.744 -1.420 0.850
H -0.083764 -2.354419 1.079464 -2.045 0.988 -1.315
H -1.039703 -1.637779 -0.493168 -0.180 -0.992 2.279
H -0.321356 -6.294009 1.353702 -0.264 2.371 -0.462
H -0.343335 -4.732726 2.433023 0.265 -0.801 -2.290
H 2.072380 -5.155556 1.862252 -1.510 0.468 -2.150
H 1.734196 -5.396555 -0.056851 -0.861 1.069 2.243
H 1.618493 -3.680349 0.766861 -0.674 -2.521 0.362
O 3.723087 5.034497 0.901897 2.234 2.246 1.833
P 4.232868 6.069838 -0.130447 -4.117 -4.230 -3.687
N 2.693681 6.636047 -0.520343 -2.086 0.751 -0.337
C 1.681543 5.974475 -1.311216 -0.230 -0.617 -0.195
C 2.061153 7.481148 0.498277 0.702 0.430 0.074
N 4.918690 4.920030 -1.179210 1.622 -1.917 -1.091
C 4.143259 4.082577 -2.077134 -0.475 0.087 -0.062
C 5.913218 4.068937 -0.510496 -0.038 0.206 0.288
N 4.818898 7.260039 -1.317203 3.439 3.159 1.864
C 5.415718 8.424990 -0.669044 0.109 -0.065 -0.244
C 4.188598 7.643517 -2.570210 -0.645 -0.365 0.396
H 0.928183 6.701189 -1.642556 0.092 0.051 0.297
H 1.181966 5.172699 -0.754886 -0.138 -0.020 -0.121
H 2.073633 5.560737 -2.238535 0.137 -0.062 0.175
H 2.047068 8.519324 0.152165 -0.200 0.145 0.026
H 2.614211 7.457108 1.442919 -0.112 -0.061 -0.061
H 1.035652 7.177701 0.725770 0.161 -0.184 -0.099
H 3.316138 3.583910 -1.560195 -0.104 -0.154 -0.126
H 4.759563 3.305561 -2.545920 0.166 0.176 0.375
H 3.758985 4.659359 -2.917742 -0.197 0.045 0.022
H 5.438516 3.261040 0.054980 0.045 -0.050 0.125
H 6.520594 4.656413 0.187228 -0.071 -0.049 -0.008
H 6.605060 3.627698 -1.236981 -0.199 0.146 -0.091
H 4.647212 9.104132 -0.286582 0.034 0.377 0.093
H 6.067977 8.976857 -1.354267 -0.126 0.022 -0.041
H 6.039822 8.109563 0.173987 -0.062 -0.025 0.042
H 3.345085 8.326606 -2.420913 -0.156 0.013 -0.021
H 3.843353 6.783539 -3.143754 -0.040 -0.053 0.227
H 4.911390 8.154123 -3.217736 0.262 -0.079 0.371
O -6.953705 -1.610513 -1.030608 -1.192 -0.624 -3.460
P -7.354918 -3.106025 -1.027229 2.595 1.018 6.712
N -8.564737 -2.915302 0.131075 -1.850 0.504 1.607
C -8.404471 -2.698010 1.550469 0.383 0.127 0.359
C -9.786051 -2.255022 -0.342525 0.080 -0.534 -0.629
N -5.847150 -3.671014 -0.479746 2.206 -0.596 0.128
C -5.396542 -3.564533 0.896663 -0.208 0.052 0.370
C -4.739157 -3.258424 -1.353101 0.000 0.006 -0.305
N -7.816142 -4.825228 -1.023346 -1.225 -1.788 -4.663
C -8.586898 -5.183648 -2.211153 0.174 -0.207 0.112
C -8.237061 -5.625304 0.115543 -0.066 0.805 0.299
H -9.343928 -2.919818 2.073608 -0.065 0.154 -0.258
H -8.104474 -1.668584 1.778963 -0.015 0.021 0.185
H -7.684569 -3.377467 2.003144 0.104 0.121 -0.204
H -10.591511 -2.991955 -0.419758 -0.241 0.063 0.076
H -9.647608 -1.814204 -1.335155 0.003 0.032 0.121
H -10.116563 -1.448184 0.317217 0.226 -0.048 0.020
H -5.513514 -2.548257 1.288486 0.123 0.054 0.212
H -4.341011 -3.843221 1.004039 -0.206 0.217 -0.449
H -5.923714 -4.270240 1.537784 -0.215 0.064 0.127
H -4.422644 -2.231407 -1.146084 0.042 0.046 -0.090
H -5.034259 -3.313748 -2.407002 -0.050 0.045 0.028
H -3.875208 -3.921780 -1.231986 -0.236 0.074 0.151
H -9.625640 -4.848979 -2.126744 -0.342 -0.125 -0.197
H -8.575423 -6.264524 -2.387513 -0.074 0.025 0.102
H -8.150601 -4.715135 -3.099883 -0.014 0.063 0.025
H -9.275903 -5.428269 0.402596 -0.115 0.056 0.117
H -7.600406 -5.477003 0.987544 -0.005 0.210 -0.115
H -8.161072 -6.693084 -0.122176 0.141 0.195 -0.406
```
Forces are in eV/Å.

The orbital gap is 5.43 eV. Its charge is -1. For the largest force on an atom, the calculation gives 8.5 eV Å⁻¹. The HOMO energy is -5.0 eV. The calculation puts the relative energy (zero: lowest compared OMol25 entry of this formula, charge and spin) at 846.5 kJ/mol.

Mulliken population analysis, charges in e, atoms 1 to 8:
1. C -0.757
2. C -0.433
3. O -0.291
4. C -0.739
5. C -0.093
6. C -0.395
7. C -0.094
8. C -0.445